Record 1
DFT (wB97M-V/def2-TZVPD) results for a molecular structure, C21H37Ge2N3O5PReS.

Its spin multiplicity is 3. As for the total charge: +2. The expectation value of S² is 2.17. The total energy is -6333.947056 hartree. As for the gap between HOMO and LUMO (alpha / beta): 6.15 / 6.60 eV. As for the max |F|: 6.5 eV/A.

Geometry (Å):
Re: -0.55181 -0.99590 1.14161
O: -0.98941 -2.97010 1.48011
S: -2.34891 -2.48420 1.35211
O: -3.40071 -3.22350 1.91501
O: -2.24181 -1.03620 1.88861
O: -2.53531 -2.17790 -0.12939
C: -3.77551 0.63480 -0.22709
Ge: -4.20431 -1.29400 -0.62389
C: -4.04021 -1.81720 -2.53869
C: -5.71701 -2.03900 0.42371
Ge: -0.50691 1.35180 0.74661
C: -1.53901 2.56530 1.92321
C: -1.78131 3.90160 1.59661
C: -2.63961 4.65160 2.38261
C: -3.25861 4.07410 3.48141
C: -3.01751 2.74930 3.81521
C: -2.15011 1.99650 3.04401
C: 0.13339 2.38090 -0.84159
C: 1.02379 3.43810 -0.65189
C: 1.52199 4.14030 -1.73569
C: 1.11289 3.81440 -3.01789
C: 0.21279 2.78090 -3.21539
C: -0.26351 2.05440 -2.13739
H: -4.54191 1.26090 -0.67959
H: -2.80381 0.92570 -0.63799
H: -3.77171 0.81280 0.84781
H: -5.02351 -1.97190 -2.97179
H: -3.48651 -2.75170 -2.60529
H: -3.52431 -1.05710 -3.12099
H: -6.49771 -2.39130 -0.25099
H: -6.13451 -1.26990 1.07371
H: -5.36921 -2.86850 1.03691
H: -1.29791 4.34850 0.73751
H: -2.83041 5.68810 2.14541
H: -3.93791 4.65690 4.08441
H: -3.50021 2.31230 4.67831
H: -1.94871 0.96000 3.29091
H: 1.32139 3.70360 0.35461
H: 2.21929 4.94830 -1.57699
H: 1.48879 4.37460 -3.85979
H: -0.11811 2.54360 -4.21269
H: -0.94911 1.23440 -2.30349
C: 4.55159 0.23510 -0.23579
N: 3.30999 -0.21170 0.36681
C: 3.01769 0.40130 1.64961
P: 2.62439 -1.67570 -0.02989
O: 1.21299 -1.70000 0.56351
N: 3.39739 -3.06050 0.45271
C: 4.76749 -3.29220 0.03171
C: 3.01099 -3.72790 1.68081
N: 2.57739 -1.70540 -1.69269
C: 2.19769 -2.96620 -2.31349
C: 1.91259 -0.55540 -2.28069
H: 5.40239 0.11820 0.44001
H: 4.46639 1.29300 -0.48899
H: 4.74719 -0.32720 -1.14369
H: 3.86269 0.30900 2.33611
H: 2.13459 -0.06190 2.09891
H: 2.80669 1.46260 1.49381
H: 4.95219 -2.79280 -0.91739
H: 4.92439 -4.36480 -0.10009
H: 5.48839 -2.94180 0.77581
H: 1.95449 -3.55500 1.87131
H: 3.59869 -3.38930 2.53751
H: 3.17299 -4.79940 1.56341
H: 2.69779 -3.79130 -1.81329
H: 2.51259 -2.94140 -3.35669
H: 1.11799 -3.13430 -2.28019
H: 2.35969 0.36110 -1.90359
H: 0.83959 -0.54340 -2.04639
H: 2.04389 -0.59820 -3.36099

***

Record 2
DFT (wB97M-V/def2-TZVPD) results for 9 unconnected molecules or ions with the total composition C44H100N4O5.

The total energy is -2331.343669 hartree. As for the gap between HOMO and LUMO: 8.71 eV. As for the max |F|: 3.8 eV/A.

Geometry (Å):
C: 4.30899 3.06111 -7.93593
C: 4.88692 4.37188 -7.61706
N: 5.47294 5.08729 -8.77712
C: 6.71288 4.43063 -9.04464
C: 7.88657 4.91644 -8.12327
C: 4.74502 5.14000 -9.97377
C: 5.25701 6.24775 -11.01394
H: 3.62533 3.03916 -8.78459
H: 3.79099 2.71977 -7.03968
H: 4.95793 2.20796 -8.13366
H: 4.08635 4.98994 -7.21064
H: 5.52177 4.31273 -6.73299
H: 6.46470 3.38113 -8.88628
H: 7.16722 4.39160 -10.03467
H: 8.05256 5.99366 -8.11092
H: 7.69653 4.59045 -7.10067
H: 8.87701 4.52815 -8.36073
H: 3.67246 5.31465 -9.88869
H: 4.80894 4.20019 -10.52218
H: 4.99529 7.24432 -10.65833
H: 4.98669 6.13888 -12.06426
H: 6.34634 6.23501 -10.97802
C: -0.41379 6.04060 -7.61688
C: 0.23455 4.93811 -6.76008
N: -0.26859 3.58559 -7.11141
C: 0.10900 2.62631 -6.07511
C: -0.97596 2.63109 -4.96673
C: 0.25408 3.14557 -8.40970
C: -0.16314 1.81129 -8.85504
H: -0.21415 7.01865 -7.17908
H: -1.47818 5.81612 -7.54786
H: -0.05541 6.00956 -8.64581
H: 1.30292 4.98364 -6.97132
H: 0.12238 5.39441 -5.77657
H: 0.26122 1.59252 -6.38529
H: 1.09854 2.90494 -5.71279
H: -2.00095 2.68744 -5.33319
H: -0.97604 1.72195 -4.36542
H: -0.80234 3.49624 -4.32683
H: 1.34072 3.07668 -8.35917
H: 0.08278 3.85816 -9.21653
H: 0.15421 1.64708 -9.88481
H: -1.24576 1.74234 -8.74881
H: 0.38397 0.97723 -8.41559
C: -0.49082 0.33926 -12.83808
C: -1.95057 0.35568 -13.30840
N: -2.57421 1.63789 -13.28028
C: -2.03210 2.71193 -14.23621
C: -2.23754 2.35445 -15.74202
C: -2.50792 2.24125 -11.96285
C: -3.34476 1.45809 -10.98403
H: -0.23891 0.66779 -11.82975
H: 0.09991 0.99471 -13.47804
H: -0.05729 -0.64643 -13.00702
H: -2.12363 -0.03108 -14.31268
H: -2.54375 -0.37343 -12.75645
H: -2.53263 3.65367 -14.01106
H: -0.99230 2.87626 -13.95356
H: -1.79562 3.05162 -16.45390
H: -1.76651 1.39714 -15.96513
H: -3.31925 2.26559 -15.84257
H: -2.64812 3.32159 -11.92642
H: -1.51996 2.30316 -11.50656
H: -4.24306 0.99313 -11.39020
H: -3.59166 2.20256 -10.22711
H: -2.69514 0.73711 -10.48776
C: 1.46401 2.15076 -17.43193
C: 1.32270 2.83992 -18.77014
N: 2.61951 3.10223 -19.45831
C: 2.51309 4.01412 -20.54372
C: 3.83521 4.57475 -20.92698
C: 3.35314 1.90019 -19.87713
C: 4.45350 1.76304 -18.83636
H: 1.86460 1.14275 -17.53937
H: 0.55862 2.11515 -16.82605
H: 2.18565 2.70271 -16.82970
H: 0.83328 2.13115 -19.43813
H: 0.84471 3.79959 -18.57355
H: 1.90611 4.83404 -20.15976
H: 2.09279 3.44929 -21.37583
H: 4.56738 3.99621 -21.49029
H: 4.31620 5.03957 -20.06634
H: 3.41703 5.40009 -21.50321
H: 2.79543 0.97200 -19.75254
H: 3.66872 1.97141 -20.91803
H: 5.20625 1.04113 -19.15309
H: 4.99761 2.68033 -18.61137
H: 4.07288 1.46278 -17.86011
C: -2.49053 6.98181 -15.94943
C: -2.61148 5.82616 -16.92988
C: -3.20683 6.50436 -18.15448
O: -2.46899 7.74195 -18.06381
C: -1.86298 7.99747 -16.80518
H: -1.71925 6.79023 -15.20343
H: -3.43359 7.28019 -15.49149
H: -3.11012 4.94517 -16.52577
H: -1.63775 5.53635 -17.32481
H: -4.26765 6.75058 -18.10814
H: -2.88802 5.86756 -18.97968
H: -2.00127 8.98236 -16.35911
H: -0.78323 7.89995 -16.91804
C: 3.14782 0.70503 -12.50541
C: 3.60453 -0.74731 -12.23209
C: 5.17605 -0.62323 -12.49317
O: 5.41389 0.60337 -13.11677
C: 4.40963 1.51918 -12.65925
H: 2.52172 1.20100 -11.76372
H: 2.70227 0.79780 -13.49586
H: 3.06685 -1.34841 -12.96536
H: 3.29394 -1.14780 -11.26708
H: 5.52099 -1.33414 -13.24399
H: 5.62931 -0.58929 -11.50246
H: 4.26278 2.28082 -13.42504
H: 4.80305 1.96126 -11.74389
C: 1.55515 5.89907 -14.05153
C: 1.27340 5.47438 -12.60720
C: 1.67329 4.00977 -12.51114
O: 1.41081 3.59732 -13.84267
C: 1.75207 4.61139 -14.79816
H: 2.30975 6.67974 -14.14761
H: 0.62888 6.41355 -14.30733
H: 0.25872 5.74278 -12.31314
H: 2.05696 6.01656 -12.07787
H: 1.08516 3.46711 -11.77106
H: 2.72588 4.00018 -12.22817
H: 1.29672 4.46460 -15.77755
H: 2.80080 4.55063 -15.08897
C: 7.59899 4.67839 -15.47452
C: 6.99987 6.01339 -15.93826
C: 5.52068 5.92817 -15.62256
O: 5.49207 4.98995 -14.56402
C: 6.47670 3.96731 -14.67301
H: 8.51914 4.75885 -14.89577
H: 7.86624 4.12320 -16.37365
H: 7.00693 6.20201 -17.01179
H: 7.43284 6.78662 -15.30362
H: 4.84120 5.58991 -16.40486
H: 4.95522 6.80769 -15.31468
H: 6.13860 3.08277 -15.21281
H: 6.91217 3.56123 -13.76001
C: -2.65315 7.37507 -9.65557
C: -2.56060 6.16427 -10.52873
C: -4.03549 6.02632 -10.89905
O: -4.38664 7.35264 -11.15343
C: -3.79532 8.26652 -10.27498
H: -1.64086 7.76697 -9.55655
H: -2.86102 7.18234 -8.60308
H: -2.22797 5.27688 -9.99020
H: -2.04126 6.44592 -11.44473
H: -4.63816 5.56721 -10.11540
H: -4.20592 5.41850 -11.78765
H: -4.39423 8.64345 -9.44592
H: -3.17231 9.02163 -10.75431